[1]
Molecular formula: C5H21Ba2O6
Method: DFT, wB97M-V/def2-TZVPD

Its spin multiplicity is 1. As for the orbital gap: 5.953 eV. The value obtained for the HOMO energy is -0.641 Eh. As for the net charge: +3. The value obtained for the energy relative to the best compared isomer or geometry (same formula, charge and spin) is 0.0000 eV. The LUMO energy is -11.5 eV.

XYZ file:
```
34
Properties=species:S:1:pos:R:3:lowdin_charge:R:1
C 2.620 1.040 1.433 -0.1600
H 3.409 1.356 2.116 0.1008
H 2.369 -2.277 0.394 0.0910
H -2.593 1.621 3.421 0.1083
Ba -2.574 -1.660 -0.295 1.9793
H 1.250 -3.037 -0.792 0.0788
H 0.099 -1.061 -2.095 0.0443
O -0.709 -1.461 -2.424 -0.2869
H 0.438 -2.944 -3.135 0.0845
H 2.909 -2.544 -1.276 0.1186
O 1.629 -0.986 -0.841 -0.1706
H -1.240 2.809 1.956 0.0951
C -2.282 1.848 -0.772 -0.0994
H 1.956 1.878 1.224 0.0784
H -1.571 2.483 -1.302 0.1213
O -2.538 0.758 -1.681 -0.2658
H -1.269 -3.206 -3.592 0.0979
H 2.756 0.244 -0.272 0.0182
H -1.809 1.531 0.157 0.0263
C 2.050 -2.311 -0.647 -0.0994
C -0.854 2.309 2.844 -0.0956
H -0.726 3.084 3.600 0.1189
H -3.161 2.423 -0.480 0.1088
H 2.146 0.174 1.894 0.0263
Ba -0.535 -1.218 3.394 1.9646
O 3.392 0.713 0.272 -0.0786
H -0.721 0.241 0.697 -0.0795
O -0.379 -0.664 0.840 -0.7733
H 0.102 1.853 2.587 0.0557
H -0.173 -2.010 -4.364 0.1053
H 0.958 -0.896 -0.160 -0.0203
C -0.494 -2.458 -3.424 -0.0954
O -1.720 1.250 3.273 -0.3137
H -2.731 1.117 -2.550 0.1161
```

[2]
Molecular formula: C5H21FeN10O6
Method: DFT, wB97M-V/def2-TZVPD

The expectation value of S² is 8.758. Its spin multiplicity is 6. As for the orbital gap (spin up / spin down): 1.961 / 7.147 eV. The value obtained for the HOMO energy (spin up / spin down) is -0.053 / -0.244 Eh. As for the net charge: 0. The LUMO energy (spin up / spin down) is 0.5 / 0.5 eV.

XYZ file:
```
43
Properties=species:S:1:pos:R:3:lowdin_charge:R:1
Fe -0.610 -0.100 0.466 0.7350
H -0.630 -3.949 -1.055 0.1203
C -0.739 -3.232 0.706 -0.7883
N 1.413 2.340 2.098 0.1797
N -4.097 0.503 -1.875 0.1562
H -2.305 2.929 -1.083 0.1045
H -1.365 0.493 3.236 -0.0421
H -0.659 -5.131 0.235 0.1044
H -4.365 -0.457 -1.709 0.1089
C 0.808 0.561 -2.399 -0.7366
H -0.905 -4.639 2.009 0.0983
H 2.029 -1.003 -2.965 0.0896
H 1.010 -1.829 2.583 0.0980
O -2.352 0.544 -0.445 -0.0163
N 1.921 -1.824 2.147 0.1703
H -4.551 0.972 -2.646 0.0810
H 0.330 4.612 0.315 0.1079
O 0.168 -0.113 -1.576 -0.0675
H 1.241 1.399 2.423 0.0906
H 1.356 4.567 1.746 0.1034
H -0.447 2.043 -2.573 0.0707
N 0.869 4.097 0.996 0.1580
N 1.898 -0.002 -2.940 0.1348
O -0.007 2.157 0.343 -0.0250
N -1.114 -3.657 1.903 0.1790
C 0.717 2.819 1.102 -0.7532
H 1.771 3.065 2.704 0.1016
H 3.459 -1.430 -0.365 0.0913
H -1.250 -3.010 2.666 0.1170
C 2.230 -1.111 1.140 -0.7421
H 4.054 -2.135 1.196 0.0952
O -0.889 -2.107 0.385 0.0338
C -3.061 1.099 -1.277 -0.7531
O 1.435 -0.427 0.585 0.0194
N -0.437 -4.204 -0.097 0.1756
H 1.110 2.240 -3.488 0.0760
N 3.395 -1.625 0.624 0.1477
N -2.873 2.319 -1.653 0.1648
N 0.482 1.765 -2.856 0.1652
H 2.655 -1.970 2.826 0.1119
O -0.957 0.199 2.398 -0.4169
H -3.352 2.653 -2.476 0.0772
H 2.615 0.576 -3.354 0.0741
```

[3]
Molecular formula: C5H21FeN10O6
Method: DFT, wB97M-V/def2-TZVPD

The expectation value of S² is 8.758. Its spin multiplicity is 6. As for the orbital gap (spin up / spin down): 11.198 / 8.593 eV. The value obtained for the HOMO energy (spin up / spin down) is -0.583 / -0.575 Eh. As for the net charge: +2. The value obtained for the energy relative to the best compared isomer or geometry (same formula, charge and spin) is 0.0000 eV. The LUMO energy (spin up / spin down) is -4.7 / -7.0 eV.

XYZ file:
```
43
Properties=species:S:1:pos:R:3:lowdin_charge:R:1
H 1.349 4.258 -2.292 0.1320
O -1.190 -0.194 -1.534 0.0077
H -2.193 -4.142 1.507 0.1527
O -2.143 1.063 1.016 -0.2958
Fe -0.416 0.174 0.514 1.1415
C 0.478 1.522 3.104 -0.7062
O 0.217 2.038 -0.327 -0.0387
H 1.319 -0.663 -3.010 0.1284
H 0.002 -1.969 -2.724 0.0917
H -0.519 2.708 4.277 0.1381
H -2.947 -1.269 0.562 0.0987
N 3.340 -1.356 -0.843 0.2077
N -2.897 -1.260 -2.638 0.1875
H -1.476 1.498 3.375 0.1207
H -2.807 0.970 0.306 0.0028
H 3.508 -1.539 0.136 0.1464
C -1.676 -1.123 -2.115 -0.7021
C 0.990 2.933 -0.703 -0.6899
N -1.424 -3.567 1.820 0.2277
H -0.484 -3.807 2.101 0.1572
O -0.474 -1.847 0.839 0.0045
O 0.580 0.704 2.215 -0.0139
H -3.394 -2.680 1.454 0.1415
N -2.685 -2.162 0.954 0.2103
H -1.483 -2.761 -3.234 0.1296
H -3.531 -0.473 -2.655 0.1340
N 0.952 3.395 -1.950 0.2017
H 2.953 -1.371 -3.053 0.1458
N 1.912 3.404 -0.002 0.2278
H 1.989 3.030 0.933 0.1181
O 1.376 -0.473 -0.467 -0.0576
C -1.450 -2.466 1.216 -0.7420
N 1.558 2.027 3.627 0.2083
N -0.995 -2.109 -2.638 0.1953
H 0.354 2.855 -2.560 0.1239
N -0.606 1.854 3.744 0.2346
H 4.108 -1.540 -1.472 0.1346
H 2.480 1.781 3.296 0.1409
N 2.115 -1.095 -2.563 0.2101
H 2.748 3.946 -0.173 0.1516
H -3.161 -2.152 -3.032 0.1241
C 2.225 -0.916 -1.299 -0.6646
H 1.402 2.775 4.288 0.1334
```

Computed F_max (eV Å⁻¹) in order:
2.9; 7.7; 7.9
Computed DFT total energy (eV) in order:
-19171.504; -67099.975; -67089.441